{"formula": "C3H7N5O", "method": "the ωB97M-V functional and the def2-TZVPD basis", "e_above_lowest_kj_mol": 203.2, "e_lumo_ev": 0.65, "orbital_gap_ev": 7.990, "total_charge": 0, "spin_multiplicity": 1, "symbols": ["C", "C", "C", "N", "N", "N", "N", "N", "O", "H", "H", "H", "H", "H", "H", "H"], "xyz": [[0.310, 1.166, -0.351], [-1.415, 0.175, 0.625], [-0.066, -1.393, -0.138], [0.848, 1.967, 0.607], [1.009, -1.939, 0.451], [-0.089, -1.409, -1.488], [-1.138, -1.073, 0.644], [-2.195, 1.013, 1.096], [0.656, 1.284, -1.532], [0.556, 1.826, 1.562], [1.500, 2.704, 0.363], [-0.991, -1.141, -1.861], [0.611, -0.736, -1.861], [1.047, -1.917, 1.458], [1.707, -2.381, -0.127], [-2.351, 1.855, 0.550]], "mulliken_charge": [0.204, 0.574, 0.610, -0.369, -0.368, -0.542, -0.667, -0.642, -0.709, 0.227, 0.237, 0.312, 0.340, 0.253, 0.246, 0.294]}

***

{"formula": "C3H7N6", "method": "the ωB97M-V functional and the def2-TZVPD basis", "e_above_lowest_kj_mol": 251.1, "e_lumo_ev": [-4.73, -4.73], "orbital_gap_ev": [8.872, 8.871], "total_charge": 1, "spin_multiplicity": 1, "symbols": ["C", "C", "C", "N", "N", "N", "N", "N", "N", "H", "H", "H", "H", "H", "H", "H"], "xyz": [[2.745, -0.672, 0.007], [0.794, 0.103, -0.003], [-0.606, 0.165, -0.011], [1.500, -1.059, -0.016], [1.584, 1.184, 0.025], [-1.669, -1.669, 0.000], [2.801, 0.679, 0.029], [-1.479, 1.097, -0.010], [-2.789, 0.870, 0.129], [3.595, -1.323, 0.006], [-1.266, -2.073, -0.843], [3.607, 1.291, 0.060], [-1.178, 2.080, -0.017], [-3.006, -0.131, 0.072], [-1.199, -2.102, 0.795], [-3.435, 1.559, -0.224]], "mulliken_charge": [-0.066, 0.654, 0.227, -0.452, -0.610, -0.669, 0.222, 0.080, -0.589, 0.453, 0.280, 0.236, 0.336, 0.348, 0.281, 0.268]}

***

{"formula": "C3H7NO", "method": "the ωB97M-V functional and the def2-TZVPD basis", "e_above_lowest_kj_mol": 90.8, "e_lumo_ev": [4.27, 4.31], "s_squared": 0.7503, "orbital_gap_ev": [2.974, 9.517], "total_charge": -1, "spin_multiplicity": 2, "symbols": ["C", "C", "N", "C", "O", "H", "H", "H", "H", "H", "H", "H"], "xyz": [[1.549, 0.508, 0.405], [0.330, 0.873, -0.526], [-0.922, 0.144, -0.594], [-1.219, -0.961, 0.209], [0.472, 1.553, -1.468], [2.511, 0.722, -0.129], [1.612, 1.289, 1.133], [1.363, -0.526, 0.749], [-1.641, 0.581, -1.178], [-1.707, -0.902, 1.225], [-0.349, -1.713, 0.371], [-1.999, -1.570, -0.197]], "mulliken_charge": [-1.255, -0.283, 1.123, -3.845, -0.364, 0.178, 0.296, 0.865, 0.171, 0.612, 0.432, 1.068]}

***

{"formula": "C3H7NO", "method": "the ωB97M-V functional and the def2-TZVPD basis", "e_above_lowest_kj_mol": 364.1, "e_lumo_ev": 0.85, "orbital_gap_ev": 8.545, "smiles": "C=CN.C=O", "total_charge": 0, "spin_multiplicity": 1, "symbols": ["C", "C", "N", "H", "H", "H", "H", "H", "C", "O", "H", "H"], "xyz": [[0.516, -1.308, 0.359], [0.346, -0.688, 1.538], [0.015, 0.644, 1.655], [1.167, -2.136, 0.080], [-0.182, -1.230, -0.469], [0.329, -1.288, 2.455], [0.552, 1.350, 1.214], [-0.751, 0.945, 2.233], [-0.534, 0.952, -2.228], [0.208, 1.257, -1.346], [-1.508, 0.437, -2.219], [-0.158, 1.065, -3.272]], "mulliken_charge": [-0.696, 0.050, -0.332, 0.248, 0.086, 0.301, 0.186, 0.182, -0.155, -0.357, 0.266, 0.220]}

***

{"formula": "C3H7NO", "method": "the ωB97M-V functional and the def2-TZVPD basis", "e_above_lowest_kj_mol": 141.4, "e_lumo_ev": 0.82, "orbital_gap_ev": 9.892, "smiles": "CN(C)C=O", "total_charge": 0, "spin_multiplicity": 1, "symbols": ["C", "N", "C", "C", "O", "H", "H", "H", "H", "H", "H", "H"], "xyz": [[1.615, -0.647, -0.045], [0.383, 0.004, -0.007], [0.222, 1.457, 0.026], [-0.732, -0.744, 0.083], [-1.842, -0.211, -0.062], [1.615, -1.014, -1.053], [2.361, 0.115, 0.174], [1.684, -1.488, 0.694], [-0.740, 1.819, -0.611], [-0.046, 1.669, 1.079], [1.114, 1.978, -0.291], [-0.568, -1.818, 0.168]], "mulliken_charge": [-0.892, 0.086, -0.810, 0.060, -0.604, 0.354, 0.298, 0.287, 0.248, 0.299, 0.341, 0.333]}

***

{"formula": "C3H7NO", "method": "the ωB97M-V functional and the def2-TZVPD basis", "e_above_lowest_kj_mol": 239.2, "e_lumo_ev": 1.13, "orbital_gap_ev": 10.846, "smiles": "OC[C@H]1CN1", "total_charge": 0, "spin_multiplicity": 1, "symbols": ["O", "C", "C", "C", "N", "H", "H", "H", "H", "H", "H", "H"], "xyz": [[2.060, 0.607, -0.031], [1.132, -0.458, -0.060], [-0.220, -0.064, -0.587], [-1.384, -0.254, 0.308], [-0.827, 1.077, 0.091], [1.994, 0.692, 0.920], [0.987, -0.747, 0.997], [1.563, -1.316, -0.582], [-0.381, -0.167, -1.659], [-1.207, -0.639, 1.312], [-2.338, -0.533, -0.126], [-1.402, 1.615, -0.551]], "mulliken_charge": [-0.465, -0.902, 0.291, -0.440, -0.532, 0.331, 0.320, 0.319, 0.383, 0.201, 0.260, 0.234]}

***

{"formula": "C3H7NO", "method": "the ωB97M-V functional and the def2-TZVPD basis", "e_above_lowest_kj_mol": 307.4, "e_lumo_ev": 0.97, "orbital_gap_ev": 9.254, "smiles": "[H]/N=C/O.C=C", "total_charge": 0, "spin_multiplicity": 1, "symbols": ["H", "N", "C", "O", "H", "H", "C", "C", "H", "H", "H", "H"], "xyz": [[-0.947, 1.057, -1.734], [-0.733, 0.293, -1.097], [0.165, -0.521, -1.566], [0.667, -1.456, -0.844], [0.562, -0.438, -2.590], [0.589, -1.037, 0.239], [0.440, -0.177, 1.403], [-0.495, 0.702, 0.835], [0.071, -0.916, 2.113], [1.446, 0.195, 1.593], [-0.212, 1.725, 0.598], [-1.552, 0.574, 1.051]], "mulliken_charge": [0.214, -0.473, 0.102, -0.557, 0.340, 0.297, -0.858, -0.143, 0.320, 0.303, 0.232, 0.223]}

***

{"formula": "C3H7NO", "method": "the ωB97M-V functional and the def2-TZVPD basis", "e_above_lowest_kj_mol": 328.7, "e_lumo_ev": 1.02, "orbital_gap_ev": 10.798, "smiles": "C=NOCC", "total_charge": 0, "spin_multiplicity": 1, "symbols": ["C", "N", "O", "C", "C", "H", "H", "H", "H", "H", "H", "H"], "xyz": [[0.359, -0.166, 1.717], [1.175, -0.468, 0.790], [0.845, -0.193, -0.486], [-0.250, 0.646, -0.896], [-1.601, -0.020, -0.965], [0.636, -0.316, 2.810], [-0.583, 0.433, 1.667], [-0.317, 1.495, -0.220], [0.084, 0.937, -1.890], [-1.672, -0.688, -1.844], [-1.815, -0.531, -0.063], [-2.368, 0.724, -1.235]], "mulliken_charge": [-0.256, -0.248, -0.202, -0.476, -0.911, 0.256, 0.226, 0.370, 0.329, 0.288, 0.314, 0.310]}

***

{"formula": "C3H7NO", "method": "the ωB97M-V functional and the def2-TZVPD basis", "e_above_lowest_kj_mol": 226.9, "e_lumo_ev": 0.83, "orbital_gap_ev": 10.360, "smiles": "C=CN=C.O", "total_charge": 0, "spin_multiplicity": 1, "symbols": ["C", "C", "N", "C", "H", "H", "H", "H", "H", "O", "H", "H"], "xyz": [[1.546, -0.190, 1.508], [0.398, -0.579, 0.988], [-0.240, 0.258, -0.001], [-1.299, 0.851, 0.354], [1.925, 0.792, 1.267], [1.996, -0.784, 2.290], [-0.094, -1.530, 1.133], [-1.712, 1.529, -0.384], [-1.764, 0.712, 1.328], [-0.293, -0.495, -3.175], [-0.389, 0.416, -2.948], [-0.074, -0.981, -2.358]], "mulliken_charge": [-0.646, -0.103, -0.377, -0.292, 0.257, 0.252, 0.383, 0.229, 0.297, -0.645, 0.315, 0.330]}

***

{"formula": "C3H7NO", "method": "the ωB97M-V functional and the def2-TZVPD basis", "e_above_lowest_kj_mol": 372.9, "e_lumo_ev": -0.42, "orbital_gap_ev": 8.552, "total_charge": 0, "spin_multiplicity": 1, "symbols": ["C", "C", "C", "N", "O", "H", "H", "H", "H", "H", "H", "H"], "xyz": [[-1.788, -0.358, 0.203], [1.130, 0.670, 0.566], [1.043, 0.136, -0.747], [-0.961, -0.912, -0.599], [-1.696, 0.816, 0.518], [-2.580, -0.917, 0.676], [0.925, -0.105, 1.408], [2.094, 1.111, 0.750], [0.265, 1.396, 0.703], [0.860, 0.836, -1.534], [1.669, -0.817, -1.080], [-0.961, -1.857, -0.864]], "mulliken_charge": [0.024, -0.799, -0.106, -0.442, -0.626, 0.426, 0.228, 0.343, 0.284, 0.263, 0.231, 0.173]}

***

{"formula": "C3H7NO", "method": "the ωB97M-V functional and the def2-TZVPD basis", "e_above_lowest_kj_mol": 227.8, "e_lumo_ev": 0.79, "orbital_gap_ev": 10.890, "smiles": "CC=O.C=N", "total_charge": 0, "spin_multiplicity": 1, "symbols": ["C", "C", "O", "H", "H", "H", "H", "C", "N", "H", "H", "H"], "xyz": [[0.634, -0.978, -0.586], [0.236, -1.804, 0.676], [0.248, -3.016, 0.755], [1.261, -1.570, -1.231], [1.104, -0.121, -0.191], [-0.221, -0.643, -1.193], [-0.212, -1.215, 1.491], [-0.424, 2.230, -0.153], [-0.763, 3.359, -0.668], [-0.580, 1.326, -0.771], [-0.027, 2.086, 0.887], [-0.643, 4.071, 0.019]], "mulliken_charge": [-0.850, 0.189, -0.451, 0.311, 0.278, 0.227, 0.291, -0.084, -0.499, 0.138, 0.200, 0.250]}

***

{"formula": "C3H7NO", "method": "the ωB97M-V functional and the def2-TZVPD basis", "e_above_lowest_kj_mol": 230.2, "e_lumo_ev": 0.70, "orbital_gap_ev": 11.534, "smiles": "COC#N.C", "total_charge": 0, "spin_multiplicity": 1, "symbols": ["C", "O", "C", "N", "H", "H", "H", "C", "H", "H", "H", "H"], "xyz": [[-0.757, 0.409, -1.719], [-0.563, -0.834, -1.034], [-1.226, -0.892, 0.069], [-1.914, -1.073, 0.981], [-1.826, 0.485, -1.916], [-0.496, 1.165, -0.981], [-0.205, 0.413, -2.681], [1.388, 0.080, 1.427], [1.743, -0.544, 0.592], [1.997, -0.182, 2.299], [1.535, 1.150, 1.211], [0.324, -0.178, 1.752]], "mulliken_charge": [-0.591, -0.329, 0.580, -0.465, 0.311, 0.289, 0.212, -0.970, 0.229, 0.317, 0.231, 0.186]}

***

{"formula": "C3H7NO", "method": "the ωB97M-V functional and the def2-TZVPD basis", "e_above_lowest_kj_mol": 216.5, "e_lumo_ev": 1.10, "orbital_gap_ev": 10.592, "smiles": "NC[C@H]1CO1", "total_charge": 0, "spin_multiplicity": 1, "symbols": ["N", "C", "C", "C", "O", "H", "H", "H", "H", "H", "H", "H"], "xyz": [[-1.723, -0.134, -0.840], [-0.324, -0.463, -0.575], [0.145, 0.264, 0.624], [1.571, 0.515, 0.849], [0.697, 1.540, 0.423], [-2.385, -0.693, -0.235], [-1.921, -0.409, -1.817], [0.278, -0.181, -1.442], [-0.147, -1.562, -0.422], [-0.470, 0.236, 1.490], [1.969, 0.689, 1.843], [2.311, 0.196, 0.103]], "mulliken_charge": [-0.632, -0.494, 0.059, -0.361, -0.418, 0.234, 0.235, 0.362, 0.234, 0.321, 0.256, 0.203]}

***

{"formula": "C3H7NO", "method": "the ωB97M-V functional and the def2-TZVPD basis", "e_above_lowest_kj_mol": 553.9, "e_lumo_ev": 0.55, "orbital_gap_ev": 10.028, "total_charge": 0, "spin_multiplicity": 1, "symbols": ["C", "C", "C", "H", "H", "H", "H", "H", "H", "H", "N", "O"], "xyz": [[-0.024, -0.470, -0.866], [0.286, 0.491, 0.059], [-0.145, 0.357, 1.395], [1.264, -2.120, -1.543], [-1.268, -0.550, -0.982], [-0.139, -0.199, -1.882], [1.306, 0.708, -0.410], [0.487, 0.675, 2.186], [-0.782, -0.477, 1.700], [-0.481, 2.148, 0.793], [-0.831, 1.255, 0.350], [0.327, -1.818, -0.800]], "mulliken_charge": [-1.040, 0.807, -0.639, 0.336, 0.280, 0.449, 0.234, 0.272, 0.250, 0.245, -0.625, -0.568]}

***

{"formula": "C3H7NO", "method": "the ωB97M-V functional and the def2-TZVPD basis", "e_above_lowest_kj_mol": 179.6, "e_lumo_ev": 0.87, "orbital_gap_ev": 10.635, "smiles": "NCCC=O", "total_charge": 0, "spin_multiplicity": 1, "symbols": ["N", "C", "C", "C", "O", "H", "H", "H", "H", "H", "H", "H"], "xyz": [[-0.560, -1.808, 0.517], [-0.348, -0.352, 0.676], [0.531, 0.145, -0.520], [0.809, 1.593, -0.469], [-0.037, 2.400, -0.111], [-1.486, -2.063, 0.920], [-0.755, -1.824, -0.488], [-1.191, 0.344, 0.563], [0.021, 0.073, 1.610], [-0.131, 0.009, -1.394], [1.354, -0.559, -0.747], [1.792, 2.041, -0.559]], "mulliken_charge": [-0.644, -0.429, -0.489, -0.141, -0.488, 0.266, 0.250, 0.285, 0.352, 0.273, 0.379, 0.387]}

***

{"formula": "C3H7NO", "method": "the ωB97M-V functional and the def2-TZVPD basis", "e_above_lowest_kj_mol": 4.9, "e_lumo_ev": 0.92, "orbital_gap_ev": 10.740, "smiles": "CCC(N)=O", "total_charge": 0, "spin_multiplicity": 1, "symbols": ["C", "C", "C", "N", "O", "H", "H", "H", "H", "H", "H", "H"], "xyz": [[-1.651, 0.211, 0.090], [-0.293, -0.462, 0.246], [0.879, 0.454, -0.072], [1.898, -0.127, -0.765], [0.935, 1.611, 0.307], [-2.389, -0.262, 0.744], [-1.570, 1.264, 0.368], [-2.020, 0.146, -0.938], [-0.229, -1.385, -0.340], [-0.151, -0.750, 1.298], [1.830, -1.043, -1.173], [2.778, 0.359, -0.830]], "mulliken_charge": [-1.069, -0.213, 0.436, -0.366, -0.606, 0.304, 0.295, 0.300, 0.254, 0.237, 0.196, 0.231]}

***

{"formula": "C3H7NO", "method": "the ωB97M-V functional and the def2-TZVPD basis", "e_above_lowest_kj_mol": 199.1, "e_lumo_ev": 1.04, "orbital_gap_ev": 10.227, "smiles": "CC=O.C=N", "total_charge": 0, "spin_multiplicity": 1, "symbols": ["C", "C", "O", "H", "H", "H", "H", "C", "N", "H", "H", "H"], "xyz": [[1.727, 0.172, 0.411], [0.730, -0.245, -0.644], [0.394, -1.398, -0.836], [2.705, 0.243, -0.075], [1.774, -0.591, 1.191], [1.504, 1.146, 0.858], [0.428, 0.546, -1.358], [-2.017, -0.293, 0.422], [-1.044, 0.485, 0.638], [-2.994, -0.189, 0.900], [-1.859, -1.114, -0.286], [-1.226, 1.222, 1.314]], "mulliken_charge": [-0.957, 0.273, -0.569, 0.315, 0.263, 0.289, 0.351, -0.284, -0.379, 0.258, 0.233, 0.208]}

***

{"formula": "C3H7NO", "method": "the ωB97M-V functional and the def2-TZVPD basis", "e_above_lowest_kj_mol": 268.2, "e_lumo_ev": 0.82, "orbital_gap_ev": 9.895, "smiles": "N[C@@H]1C[C@H]1O", "total_charge": 0, "spin_multiplicity": 1, "symbols": ["N", "C", "C", "C", "O", "H", "H", "H", "H", "H", "H", "H"], "xyz": [[1.643, -0.425, 0.151], [0.358, -0.062, -0.410], [-0.189, 1.248, 0.017], [-0.860, -0.003, 0.435], [-2.029, -0.346, -0.167], [2.363, -0.076, -0.454], [1.591, -1.474, 0.285], [0.185, -0.646, -1.424], [-0.560, 1.940, -0.682], [0.540, 1.668, 0.744], [-0.760, -0.472, 1.476], [-2.283, -1.352, 0.028]], "mulliken_charge": [-0.620, 0.118, -0.822, -0.039, -0.535, 0.229, 0.247, 0.244, 0.296, 0.258, 0.282, 0.343]}

***

{"formula": "C3H7NO2", "method": "the ωB97M-V functional and the def2-TZVPD basis", "e_above_lowest_kj_mol": 228.7, "e_lumo_ev": [4.25, 4.09], "s_squared": 0.7528, "orbital_gap_ev": [3.322, 8.008], "total_charge": -1, "spin_multiplicity": 2, "symbols": ["C", "C", "N", "H", "H", "H", "H", "H", "H", "O", "C", "O", "H"], "xyz": [[-0.986, 0.822, 0.574], [-0.964, -0.057, 1.583], [-0.344, 2.061, 0.557], [-1.515, 0.484, -0.312], [-0.915, -1.104, 1.311], [-0.462, 0.245, 2.493], [-0.299, 2.527, -0.337], [1.010, -0.005, 0.421], [-0.611, 2.725, 1.270], [1.567, -0.636, -0.066], [0.898, -0.908, -1.275], [-0.196, -1.554, -1.312], [1.335, -0.458, -2.175]], "mulliken_charge": [-0.635, -0.547, -0.616, 0.263, 0.339, 0.269, 0.474, 0.327, 0.227, -0.529, -0.444, -0.652, 0.523]}